1.
# C36H56BN8O8Pb

A molecular structure, C36H56BN8O8Pb in a non-equilibrium geometry (ωB97M-V with the def2-TZVPD basis set, the OMol25 dataset).

Net charge = +1
HOMO energy = -11.055 eV
ΔE to the lowest compared entry with this formula, charge and spin = 0.00 kJ/mol
HOMO-LUMO gap = 9.0 eV

Positions of all 110 atoms, in Å:
Pb -0.74 0.07 -0.39
O 0.60 -7.85 -2.75
C 0.07 -7.14 -1.94
O -0.68 -6.08 -2.19
B -1.22 -5.56 -0.91
O -0.57 -6.36 0.14
C 0.21 -7.28 -0.42
O 0.92 -8.05 0.13
O -2.69 -5.60 -0.87
C -3.17 -4.39 -0.66
O -4.31 -4.08 -0.56
C -1.96 -3.43 -0.58
O -0.87 -4.14 -0.74
O -2.01 -2.23 -0.49
C -2.82 2.53 4.06
C -4.10 2.77 3.22
C -4.65 1.48 2.63
C -3.81 0.83 1.64
N -3.15 0.35 0.83
H -2.31 3.49 4.20
H -2.15 1.91 3.46
H -3.00 2.10 5.03
H -3.79 3.42 2.40
H -4.86 3.27 3.81
H -5.58 1.68 2.09
H -4.92 0.76 3.41
C 4.84 -0.65 2.10
C 5.06 0.83 1.79
C 3.79 1.65 2.05
C 2.66 1.30 1.18
N 1.79 0.99 0.51
H 5.76 -1.18 1.89
H 4.04 -1.05 1.47
H 4.56 -0.82 3.14
H 5.42 1.01 0.78
H 5.85 1.27 2.41
H 3.99 2.72 1.91
H 3.45 1.56 3.08
C 2.07 -1.38 5.04
C 0.62 -1.38 5.51
C -0.20 -0.26 4.88
C -0.34 -0.32 3.43
N -0.46 -0.37 2.30
H 2.63 -2.22 5.45
H 2.61 -0.47 5.32
H 2.15 -1.46 3.95
H 0.55 -1.31 6.60
H 0.20 -2.36 5.27
H 0.27 0.69 5.14
H -1.19 -0.22 5.34
C -1.07 1.93 -5.67
C -2.59 1.87 -5.72
C -3.25 2.29 -4.39
C -2.83 1.53 -3.22
N -2.51 0.92 -2.31
H -0.64 1.80 -6.67
H -0.73 1.11 -5.03
H -0.70 2.91 -5.38
H -2.93 0.86 -5.96
H -2.97 2.57 -6.46
H -4.33 2.23 -4.48
H -3.07 3.36 -4.23
C -3.44 -3.34 -3.79
C -2.35 -3.21 -4.85
C -0.92 -3.31 -4.31
C -0.58 -2.18 -3.45
N -0.31 -1.32 -2.74
H -3.29 -2.68 -2.93
H -3.53 -4.37 -3.46
H -4.39 -3.07 -4.24
H -2.43 -2.26 -5.39
H -2.48 -3.95 -5.64
H -0.20 -3.38 -5.13
H -0.73 -4.21 -3.71
C 0.46 7.19 2.11
C 0.48 5.83 1.43
C -0.84 5.08 1.63
C -0.94 3.77 0.99
N -1.04 2.74 0.50
H -0.28 7.84 1.64
H 1.44 7.66 2.10
H 0.13 7.07 3.15
H 1.28 5.18 1.78
H 0.66 5.95 0.36
H -1.70 5.70 1.34
H -0.99 4.87 2.69
C 3.08 4.57 -1.39
C 2.51 4.50 -2.81
C 2.43 3.08 -3.36
C 1.38 2.27 -2.75
N 0.55 1.62 -2.29
H 4.12 4.24 -1.34
H 2.50 3.92 -0.72
H 3.05 5.60 -1.05
H 3.11 5.11 -3.49
H 1.53 4.97 -2.78
H 3.37 2.55 -3.18
H 2.24 3.09 -4.43
C 1.77 -4.39 2.49
C 2.78 -4.54 1.36
C 2.21 -4.23 -0.04
C 1.54 -2.92 -0.03
N 1.03 -1.90 -0.07
H 2.22 -4.55 3.47
H 0.94 -5.09 2.41
H 1.33 -3.38 2.51
H 3.20 -5.54 1.42
H 3.65 -3.89 1.51
H 1.45 -4.95 -0.35
H 3.04 -4.15 -0.73

Results of the Löwdin charge analysis, in e, for atoms 1 through 4: 1.186 0.175 -0.395 0.209


2.
# C4H11NO4S2

2 unconnected molecules or ions with the total composition C4H11NO4S2 in a non-equilibrium geometry (ωB97M-V with the def2-TZVPD basis set, the OMol25 dataset).

Net charge = 0
HOMO energy (spin up / spin down) = -8.612 / -8.150 eV
ΔE to the lowest compared entry with this formula, charge and spin = 474.32 kJ/mol
HOMO-LUMO gap (spin up / spin down) = 8.1 / 7.9 eV

Positions of all 22 atoms, in Å:
C -0.38 -3.29 -0.29
C -1.64 1.82 0.11
C 2.22 2.23 0.79
C -0.73 -2.16 -1.27
N -1.17 0.55 -0.11
O 1.35 -0.99 -2.49
O -0.16 1.77 2.36
O 1.72 0.87 0.94
O -0.27 0.43 -1.20
S 0.71 -0.98 -1.19
S 0.39 0.56 1.88
H -0.57 -2.85 0.81
H -0.80 -4.36 -0.30
H 0.73 -3.54 -0.42
H -2.63 1.73 0.70
H -1.01 2.29 1.01
H -2.00 2.36 -0.80
H 2.85 2.31 1.67
H 1.37 3.02 1.01
H 2.57 2.24 -0.19
H -1.55 -1.57 -0.81
H -1.00 -2.41 -2.22

Results of the natural (NBO) charge analysis, in e, for atoms 1 through 4: -0.649 -0.541 -0.268 -0.626


3.
# C2H11N3O2

3 unconnected molecules or ions with the total composition C2H11N3O2 in a non-equilibrium geometry (ωB97M-V with the def2-TZVPD basis set, the OMol25 dataset).

Net charge = 0
HOMO energy = -9.512 eV
SMILES = [H]/N=C(\N)NC.O.O
ΔE to the lowest compared entry with this formula, charge and spin = 109.80 kJ/mol
HOMO-LUMO gap = 9.9 eV

Positions of all 18 atoms, in Å:
H 1.29 -1.89 0.29
N 0.48 -1.35 0.47
C 0.21 -0.29 -0.19
N 0.69 -0.21 -1.54
N -0.62 0.71 0.14
C -0.86 1.17 1.50
H 1.42 -0.92 -1.61
H 0.98 0.67 -1.95
H -1.24 1.19 -0.56
H 0.14 1.15 1.99
H -1.57 0.55 2.04
H -1.12 2.25 1.32
O 0.26 2.23 -3.70
H 0.74 3.01 -3.37
H 0.11 1.68 -2.93
O -0.28 -2.40 3.36
H 0.00 -1.97 2.54
H -0.53 -3.28 3.06

Results of the natural (NBO) charge analysis, in e, for atoms 1 through 4: 0.359 -0.827 0.602 -0.847